(1)
ORCA calculation (ωB97M-V/def2-TZVPD) on a 3-piece molecular cluster, C3H8OS overall in a non-equilibrium geometry.

CARTESIAN COORDINATES (ANGSTROEM)
S: -2.13 -0.38 0.25
O: -0.75 1.83 -0.66
C: -3.66 0.10 0.27
C: 2.95 -0.34 -0.09
C: 2.33 -1.50 0.16
H: 3.13 -0.21 -1.20
H: -4.59 -0.44 0.68
H: 3.32 0.34 0.65
H: -1.38 1.72 0.03
H: 0.13 2.03 -0.32
H: 2.41 -2.21 -0.59
H: 2.02 -1.93 1.11
H: -3.77 0.99 -0.30

Calculated values
- HOMO (eV) = -8.631
- LUMO (eV) = -0.426
- energy relative to the best compared isomer or geometry (same formula, charge and spin) (kcal/mol) = 67.2
- Kohn-Sham gap (eV) = 8.206
- structure (SMILES) = C=C.C=S.O

Atomic partial charges in e from the Löwdin method, atoms 1 to 4: S 0.7071; O -0.1470; C -0.5399; C -0.0741

---

(2)
ORCA calculation (ωB97M-V/def2-TZVPD) on C3H8OS as an isolated structure in a non-equilibrium geometry.

CARTESIAN COORDINATES (ANGSTROEM)
S: -0.49 -0.59 -0.34
O: -0.57 -1.82 0.41
C: -2.24 0.80 0.42
C: 2.15 -0.22 0.26
C: 1.09 -0.15 -0.79
H: 2.03 -1.14 0.82
H: -2.81 0.12 1.01
H: 2.13 0.63 0.95
H: -1.03 -0.84 -1.61
H: -2.69 1.11 -0.50
H: 3.12 -0.22 -0.24
H: 1.04 0.77 -1.36
H: -1.73 1.56 0.97

Calculated values
- HOMO (spin up / spin down) (eV) = -7.621 / -7.619
- LUMO (spin up / spin down) (eV) = -0.016 / -0.018
- energy relative to the best compared isomer or geometry (same formula, charge and spin) (kcal/mol) = 106.4
- Kohn-Sham gap (spin up / spin down) (eV) = 7.605 / 7.602

Atomic partial charges in e from the Löwdin method, atoms 1 to 4: S 0.8184; O -0.4651; C -0.0441; C -0.1956

---

(3)
ORCA calculation (ωB97M-V/def2-TZVPD) on a single C3H8OS molecule in a non-equilibrium geometry.

CARTESIAN COORDINATES (ANGSTROEM)
S: -0.09 -0.02 2.82
O: 0.11 0.62 -2.45
C: 0.08 -0.32 -1.38
C: 0.00 0.34 0.04
C: -0.06 -0.71 1.17
H: 0.13 1.48 -2.04
H: 0.39 1.20 2.49
H: 0.67 -1.50 0.93
H: -0.98 -1.30 1.05
H: -0.89 -0.81 -1.38
H: 0.94 -0.98 -1.45
H: -0.98 0.83 -0.05
H: 0.68 1.17 0.26

Calculated values
- HOMO (eV) = -9.247
- LUMO (eV) = 0.885
- energy relative to the best compared isomer or geometry (same formula, charge and spin) (kcal/mol) = 14.1
- Kohn-Sham gap (eV) = 10.132
- structure (SMILES) = OCCCS

Atomic partial charges in e from the Löwdin method, atoms 1 to 4: S 0.7046; O -0.0674; C -0.2560; C -0.2684

---

(4)
ORCA calculation (ωB97M-V/def2-TZVPD) on a 2-piece molecular cluster, C3H8OS2 overall in a non-equilibrium geometry.

CARTESIAN COORDINATES (ANGSTROEM)
S: 2.22 -0.26 0.59
S: 0.39 -1.54 1.00
O: -2.32 -1.26 -0.58
C: -1.50 0.80 -1.60
C: -1.67 -0.69 -1.50
C: 2.11 0.54 2.15
H: -0.13 -2.03 -0.15
H: 1.02 0.80 2.25
H: -1.70 1.20 -2.67
H: -1.24 -1.20 -2.50
H: -2.02 1.51 -0.86
H: 2.76 1.45 2.46
H: -0.36 0.80 -1.59
H: 2.44 -0.12 3.01

Calculated values
- HOMO (eV) = -8.479
- LUMO (eV) = -0.177
- energy relative to the best compared isomer or geometry (same formula, charge and spin) (kcal/mol) = 51.1
- Kohn-Sham gap (eV) = 8.302
- structure (SMILES) = CC=O.CSS

Atomic partial charges in e from the Löwdin method, atoms 1 to 4: S 0.3954; S 0.3723; O -0.0627; C -0.0904

---

(5)
ORCA calculation (ωB97M-V/def2-TZVPD) on a 2-piece molecular cluster, C3H8OS2 overall in a non-equilibrium geometry.

CARTESIAN COORDINATES (ANGSTROEM)
S: -1.27 -1.48 -1.08
S: -1.89 0.20 -2.19
O: 1.27 0.16 1.59
C: 1.59 0.42 0.28
C: 2.23 1.51 -0.12
C: -1.76 -1.17 0.57
H: -2.73 -0.39 -3.01
H: 2.54 1.54 -1.16
H: 1.39 -0.43 -0.36
H: -1.00 -0.65 1.16
H: -2.68 -0.59 0.67
H: 2.33 2.41 0.48
H: -1.96 -2.13 1.06
H: 1.93 0.59 2.13

Calculated values
- HOMO (eV) = -8.723
- LUMO (eV) = 0.544
- energy relative to the best compared isomer or geometry (same formula, charge and spin) (kcal/mol) = 25.4
- Kohn-Sham gap (eV) = 9.267
- structure (SMILES) = C=CO.CSS

Atomic partial charges in e from the Löwdin method, atoms 1 to 4: S 0.3887; S 0.3192; O -0.0327; C -0.2778

---

(6)
ORCA calculation (ωB97M-V/def2-TZVPD) on a single C3H8OS2 molecule in a non-equilibrium geometry.

CARTESIAN COORDINATES (ANGSTROEM)
S: 2.14 -0.62 -0.71
S: -1.38 -1.18 -0.87
O: 0.13 1.60 -1.10
C: 0.90 -0.88 0.64
C: -0.53 -0.23 0.42
C: -0.50 1.24 0.11
H: -0.13 1.83 0.93
H: -2.61 -0.89 -0.59
H: 1.44 -0.46 1.53
H: 1.35 -1.09 -1.67
H: -1.59 1.46 -0.03
H: -1.00 -0.44 1.35
H: 0.68 -1.94 0.89
H: 1.10 1.58 -0.90

Calculated values
- HOMO (eV) = -9.124
- LUMO (eV) = 0.648
- energy relative to the best compared isomer or geometry (same formula, charge and spin) (kcal/mol) = 14.2
- Kohn-Sham gap (eV) = 9.772
- structure (SMILES) = OC[C@@H](S)CS

Atomic partial charges in e from the Löwdin method, atoms 1 to 4: S 0.7209; S 0.7791; O -0.1215; C -0.5459

---

(7)
ORCA calculation (ωB97M-V/def2-TZVPD) on a single C3H8OSSi molecule in a non-equilibrium geometry.

CARTESIAN COORDINATES (ANGSTROEM)
S: -0.55 -0.14 -2.45
Si: 0.20 0.53 -0.50
O: -1.33 1.34 -2.93
C: 1.61 -0.73 -0.06
C: -1.28 0.04 0.60
C: 1.69 -1.50 1.00
H: -2.10 -0.10 -0.06
H: 0.84 -1.56 1.62
H: 2.41 -1.04 -0.83
H: -1.53 0.77 1.38
H: 0.45 1.88 -0.17
H: -1.07 -0.99 1.00
H: 2.59 -2.10 1.09
H: -2.02 0.95 -3.55

Calculated values
- HOMO (eV) = -8.735
- LUMO (eV) = 0.157
- energy relative to the best compared isomer or geometry (same formula, charge and spin) (kcal/mol) = 41.5
- Kohn-Sham gap (eV) = 8.893
- structure (SMILES) = C=C[Si@H](C)SO

Atomic partial charges in e from the Löwdin method, atoms 1 to 4: S 0.5917; Si 0.4346; O -0.5664; C -0.3106

---

(8)
ORCA calculation (ωB97M-V/def2-TZVPD) on a 2-piece molecular cluster, C3H8P2 overall in a non-equilibrium geometry.

CARTESIAN COORDINATES (ANGSTROEM)
P: -0.18 -3.25 -0.03
P: 1.31 -0.49 0.26
C: -0.62 1.45 0.64
C: 0.12 -1.65 -0.32
C: 0.59 1.21 -0.20
H: 1.38 2.03 -0.02
H: 0.24 1.16 -1.23
H: -1.08 2.35 0.25
H: 0.86 -0.25 1.69
H: -0.57 1.68 1.73
H: -0.58 -3.58 -1.25
H: -0.12 -1.44 -1.95
H: -1.35 0.77 0.42

Calculated values
- HOMO (eV) = -8.489
- LUMO (eV) = -0.156
- energy relative to the best compared isomer or geometry (same formula, charge and spin) (kcal/mol) = 73.7
- Kohn-Sham gap (eV) = 8.333

Atomic partial charges in e from the Löwdin method, atoms 1 to 4: P 0.6844; P 0.7414; C -0.2415; C -0.9460